Entry 1:
A 4-piece molecular cluster, C23H41ClN2O5 overall. Source: the Open Molecules 2025 dataset; level of theory: ωB97M-V/def2-TZVPD.

Each line ends with the Löwdin charge.
Positions of all 72 atoms, in Å:
Cl 0.784 -1.756 6.546  0.495
O 2.478 1.543 -0.057  -0.096
O 3.730 2.803 1.619  -0.214
O -4.763 1.562 -4.589  -0.141
O -0.764 -2.345 -0.517  -0.168
O -1.034 2.585 -0.802  -0.152
N 2.859 -1.360 3.752  -0.019
N 2.421 0.638 2.239  0.008
C 0.304 2.885 -1.221  -0.215
C -4.714 3.784 -5.407  -0.183
C 6.831 -4.067 2.635  -0.153
C -1.937 -0.893 -1.973  -0.175
C 5.826 -2.816 3.108  -0.263
C -1.811 -3.090 -1.153  -0.209
C -0.447 -2.895 4.182  -0.255
C 4.424 -3.508 3.602  -0.198
C -3.513 3.048 -5.943  -0.180
C -0.920 -0.959 -0.855  -0.202
C -1.887 3.670 -1.192  -0.209
C -5.617 2.647 -4.978  -0.208
C -2.812 -2.082 -1.674  -0.178
C -1.048 -2.601 2.685  -0.126
C 0.202 -1.507 4.764  -0.574
C 2.863 1.666 1.220  -0.431
C -0.985 4.807 -1.620  -0.182
C 1.401 -0.878 3.827  -0.088
C -3.425 1.862 -5.008  -0.208
C 1.058 0.413 2.862  0.119
C 0.216 4.071 -2.156  -0.171
C 3.447 -0.365 2.776  0.115
C 3.451 -2.534 4.500  -0.171
H -1.363 -3.665 -1.970  0.117
H 3.951 -2.198 5.530  0.150
H -3.715 2.704 -6.965  0.117
H -6.240 2.300 -5.809  0.117
H -2.478 0.056 -2.001  0.112
H 0.048 -0.538 -1.142  0.119
H -0.694 5.403 -0.747  0.118
H 0.402 -3.704 4.078  0.106
H 1.129 4.671 -2.171  0.121
H -3.530 -1.826 -0.886  0.117
H 6.395 -2.248 3.982  0.124
H -2.200 -2.889 2.679  0.094
H -2.511 3.323 -2.022  0.099
H 0.888 3.128 -0.326  0.106
H -1.454 5.473 -2.348  0.111
H -2.253 -3.788 -0.436  0.113
H 0.015 3.727 -3.178  0.112
H 2.526 -3.214 4.830  0.109
H -6.268 2.922 -4.144  0.117
H 6.157 -4.837 2.036  0.083
H 7.417 -4.544 3.529  0.080
H 4.563 -0.317 2.427  0.157
H -0.639 -0.677 4.837  0.126
H -5.183 4.450 -6.135  0.115
H 5.715 -2.144 2.131  0.103
H -0.995 -1.479 2.341  0.064
H -2.841 2.105 -4.113  0.101
H -1.278 -0.436 0.038  0.107
H -1.439 -1.032 -2.940  0.121
H 7.582 -3.617 1.824  0.086
H -1.299 -3.319 4.862  0.117
H 3.812 -4.000 2.729  0.128
H -3.372 -2.446 -2.540  0.116
H -4.424 4.380 -4.534  0.114
H -2.983 0.983 -5.485  0.119
H 0.747 2.006 -1.698  0.107
H 0.074 1.022 2.689  0.154
H -2.600 3.648 -5.958  0.115
H -2.539 3.944 -0.357  0.116
H 4.734 -4.410 4.321  0.133
H -0.475 -3.243 1.873  0.091

- Frontier orbital gap: 0.2780 Ha
- HOMO energy: -8.2 eV
- LUMO energy: -0.6 eV
- Electronic energy: -1846.4624 hartree
- Total charge: 0

Entry 2:
A 6-piece molecular cluster, C23H41ClN3O10P overall. Source: the Open Molecules 2025 dataset; level of theory: ωB97M-V/def2-TZVPD.

Each line ends with the Löwdin charge.
Positions of all 79 atoms, in Å:
Cl -1.780 1.079 4.851  0.147
P -3.349 0.713 3.533  0.567
O -3.321 4.919 -0.844  0.119
O 4.204 -6.521 0.183  0.028
O 2.547 7.585 -3.602  0.008
O 1.993 -6.522 -0.188  0.115
O 0.682 -0.715 -1.106  0.110
O 0.341 -1.639 0.901  0.010
O -3.383 -3.734 2.262  0.099
O -4.946 -5.067 3.145  0.032
O 3.282 6.760 -1.655  0.125
O -1.088 4.904 -0.578  -0.007
N -0.510 1.875 2.160  0.050
N -2.460 3.129 1.641  0.088
N -1.521 1.741 -0.056  0.079
C 0.386 -1.672 -0.452  -0.491
C 4.544 7.608 -4.846  -0.152
C 4.989 -5.792 -1.917  -0.151
C -4.998 -6.122 4.122  -0.151
C 0.053 -2.954 1.420  -0.142
C 3.493 -5.508 -1.810  -0.081
C 5.372 -5.966 -0.452  -0.150
C -0.412 5.752 -2.671  -0.149
C -3.535 -1.101 3.800  -0.384
C 3.482 7.009 -2.806  -0.485
C -3.670 -4.660 2.964  -0.479
C 0.045 5.505 -1.241  -0.148
C 3.026 7.667 -4.957  -0.153
C 0.042 -3.063 -0.946  -0.063
C -0.620 -3.691 0.275  -0.151
C -2.232 5.221 -1.238  -0.479
C 4.735 6.728 -3.612  -0.073
C -2.735 -5.512 3.798  -0.070
C 3.100 -6.240 -0.544  -0.493
C -2.665 0.703 1.799  -0.357
C -3.599 -6.725 4.134  -0.150
C -1.762 1.872 1.428  -0.737
C -1.901 6.024 -2.479  -0.069
H -4.436 -1.480 3.330  0.033
H -3.522 -1.314 4.865  0.020
H -2.673 -1.612 3.376  0.003
H -2.510 5.694 -3.316  0.125
H 2.618 6.824 -5.517  0.127
H 0.302 6.429 -0.723  0.128
H 3.287 -4.445 -1.672  0.123
H 5.148 -6.727 -2.455  0.118
H -3.540 0.795 1.159  0.087
H 0.890 4.825 -1.181  0.122
H -0.585 -2.858 2.296  0.111
H -1.787 3.839 1.915  0.070
H 0.996 -3.420 1.718  0.126
H -0.505 -4.772 0.335  0.114
H 4.939 8.605 -4.651  0.118
H 0.135 6.558 -3.155  0.101
H -3.350 -7.207 5.077  0.116
H 5.620 6.981 -3.037  0.126
H -0.677 2.242 -0.305  0.058
H -1.391 0.753 -0.247  0.040
H 2.929 -5.884 -2.658  0.127
H 4.751 5.666 -3.861  0.132
H 2.665 8.591 -5.400  0.125
H 5.559 -5.014 -2.419  0.116
H -1.687 -3.464 0.271  0.107
H 0.149 2.508 1.727  0.073
H 0.966 -3.576 -1.218  0.112
H 6.206 -6.648 -0.305  0.124
H -2.197 -0.260 1.587  0.064
H -0.277 4.846 -3.265  0.120
H -3.511 -7.470 3.342  0.119
H 5.605 -5.016 0.032  0.127
H -5.269 -5.684 5.085  0.127
H -5.768 -6.831 3.830  0.124
H -0.621 -3.014 -1.804  0.128
H -1.842 -5.765 3.232  0.123
H -0.131 0.936 2.203  0.062
H 5.023 7.227 -5.746  0.115
H -2.781 3.425 0.726  0.034
H -2.456 -4.945 4.688  0.134
H -2.103 7.076 -2.271  0.132

- Frontier orbital gap: 0.2986 Ha
- HOMO energy: -7.6 eV
- SMILES string: CP(Cl)CC(N)(N)N.O=C1CCCO1.O=C1CCCO1.O=C1CCCO1.O=C1CCCO1.O=C1CCCO1
- LUMO energy: 0.5 eV
- Electronic energy: -2619.2989 hartree
- Total charge: 0

Entry 3:
A 3-piece molecular cluster, C23H41ClN3O6P overall. Source: the Open Molecules 2025 dataset; level of theory: ωB97M-V/def2-TZVPD.

Each line ends with the Mulliken spin population.
Positions of all 75 atoms, in Å:
Cl 3.610 0.230 -0.161  0.005
P 3.381 -0.051 1.874  0.001
O -1.357 3.701 1.034  0.522
O 4.299 1.186 2.442  0.000
O 2.936 -3.078 2.748  0.000
O 2.163 -2.056 -1.691  0.496
O 7.311 -3.518 2.280  0.000
O 5.079 -3.684 2.451  0.000
N -2.583 3.496 1.321  0.423
N 1.103 -2.668 -2.051  0.443
N 8.243 -0.981 1.349  0.000
C 0.212 -1.830 -2.928  -0.005
C 4.045 -2.770 2.459  -0.001
C -3.925 4.246 -0.611  0.032
C -0.635 -0.941 -2.016  0.039
C -0.471 -2.608 -0.149  0.040
C -3.505 4.575 0.832  0.001
C -4.722 4.745 1.772  0.021
C 6.854 -0.538 1.370  0.000
C 4.571 -1.441 2.044  0.001
C -0.692 -2.670 -3.836  0.017
C -2.993 2.058 1.158  0.000
C 1.104 -0.981 -3.825  -0.008
C -4.377 2.806 -0.838  -0.016
C 1.597 -3.965 -0.038  -0.006
C -0.226 -4.747 -1.540  0.017
C -1.818 1.187 1.578  -0.017
C 6.248 -2.997 2.185  0.000
C -4.190 1.673 2.035  0.030
C 5.885 -1.568 1.845  0.000
C -2.736 5.891 0.824  -0.007
C -1.413 -1.742 -0.977  -0.023
C 0.482 -3.500 -0.964  -0.007
C -3.329 1.827 -0.318  0.032
H 4.514 1.841 1.768  0.000
H -1.454 -3.230 -3.301  -0.001
H -4.338 0.595 1.953  0.000
H 1.180 -4.641 0.710  0.000
H 0.471 -0.415 -4.510  0.000
H 1.774 -1.611 -4.411  -0.001
H 8.505 -1.442 2.212  0.000
H -1.311 -0.349 -2.639  0.001
H 2.374 -4.493 -0.592  -0.005
H -5.665 4.693 1.227  0.000
H -2.121 0.140 1.530  0.003
H 1.708 -0.285 -3.250  0.004
H -1.510 1.404 2.601  -0.011
H -3.993 1.906 3.083  -0.014
H 0.026 -0.235 -1.502  0.002
H 8.851 -0.181 1.234  0.000
H -4.715 4.945 -0.895  0.002
H -4.750 4.002 2.561  -0.010
H -3.666 0.794 -0.437  -0.002
H -1.921 5.886 0.104  0.003
H -2.412 1.936 -0.906  0.000
H -4.524 2.646 -1.907  0.001
H -3.435 6.688 0.561  0.001
H -0.102 -3.367 -4.433  -0.010
H 0.138 -1.947 0.478  0.004
H 6.672 0.369 1.961  0.000
H -5.347 2.624 -0.367  -0.001
H 0.299 -5.649 -1.228  -0.002
H -1.932 -1.051 -0.312  0.000
H -3.074 4.448 -1.267  0.002
H -1.208 -1.994 -4.519  0.001
H -1.257 -4.825 -1.190  0.001
H -2.189 -2.349 -1.452  -0.003
H 6.565 -0.295 0.341  0.000
H -4.677 5.714 2.268  -0.002
H 2.048 -3.124 0.478  0.012
H -0.238 -4.762 -2.624  -0.011
H -2.321 6.103 1.809  -0.004
H -5.122 2.148 1.743  0.001
H -1.033 -3.251 0.532  0.000
H -0.958 1.328 0.927  0.010

- Frontier orbital gap (alpha / beta): 0.2522 / 0.2992 Ha
- Spin multiplicity: 3
- HOMO energy (alpha / beta): -8.0 / -9.2 eV
- LUMO energy (alpha / beta): -1.1 / -1.1 eV
- ⟨S²⟩: 2.008
- Electronic energy: -2318.1659 hartree
- Total charge: 0

Entry 4:
C23H41DyN2P3S as an isolated structure. Source: the Open Molecules 2025 dataset; level of theory: ωB97M-V/def2-TZVPD.

Each line ends with the Mulliken spin population.
Positions of all 71 atoms, in Å:
Dy -0.462 -0.241 -1.086  6.074
S 0.707 -2.428 -1.881  -0.552
P -2.960 2.310 -0.752  -0.079
P 2.038 0.521 -0.029  -0.025
P 0.494 1.504 -3.044  -0.073
N 0.214 -1.276 6.410  0.000
N -0.800 -0.475 1.169  -0.073
C -0.746 -3.430 -6.054  -0.096
C -1.530 -2.612 -5.235  0.038
C -0.308 -0.927 3.868  0.001
C -0.025 -1.132 5.270  0.000
C -1.176 -2.401 -3.901  -0.111
C 1.106 -4.872 0.014  -0.013
C -0.669 1.884 -4.404  -0.010
C -3.790 2.143 0.823  0.002
C -4.050 1.755 -2.066  0.018
C 0.399 -4.051 -5.537  0.029
C 0.790 -3.812 -4.222  -0.057
C 1.131 3.173 -2.648  0.002
C -0.763 0.570 2.047  0.002
C 0.047 -2.914 -3.420  -0.013
C -0.512 0.372 3.394  0.001
C -0.407 -2.003 2.981  0.003
C 2.590 -0.641 1.278  -0.004
C 2.078 2.120 0.873  0.001
C 1.891 0.748 -3.958  -0.006
C -0.651 -1.752 1.641  -0.002
C -2.660 4.056 -1.025  0.002
C 3.595 0.661 -0.995  -0.007
C 2.250 -4.237 0.305  -0.037
H -5.011 2.274 -1.961  0.001
H -3.226 2.654 1.613  0.001
H -4.793 2.588 0.752  0.001
H -2.194 4.197 -2.010  0.000
H -1.826 -1.826 -3.233  0.001
H -1.990 4.444 -0.246  0.001
H 2.076 -0.429 2.223  0.000
H 1.316 3.707 -3.588  0.000
H 3.672 -0.512 1.419  0.000
H 2.853 1.139 -3.609  -0.001
H 1.675 -4.276 -3.786  -0.002
H 0.989 -4.717 -6.167  0.000
H 2.393 -1.685 0.997  0.002
H 3.123 2.422 1.027  0.000
H 2.513 -4.026 1.346  0.001
H 1.892 -0.343 -3.823  0.000
H 1.582 2.020 1.845  0.000
H 4.441 0.597 -0.295  0.000
H -0.286 1.462 -5.342  0.000
H -1.637 1.654 -0.719  -0.007
H 0.388 3.731 -2.064  0.000
H -4.215 0.674 -1.981  -0.008
H -0.785 2.970 -4.514  -0.001
H -2.433 -2.151 -5.637  0.000
H -0.266 -3.031 3.325  0.000
H 2.060 3.129 -2.068  0.000
H 1.766 0.972 -5.024  0.001
H -0.961 1.565 1.647  -0.004
H -1.021 -3.606 -7.095  -0.002
H 3.657 -0.166 -1.714  0.002
H 0.894 -5.252 -0.992  -0.002
H 3.642 1.614 -1.538  0.000
H -1.653 1.441 -4.202  0.004
H -0.460 1.225 4.072  0.000
H 0.334 -5.031 0.777  0.000
H -0.751 -2.567 0.915  0.001
H -3.618 4.601 -0.988  0.001
H -3.623 1.988 -3.053  0.000
H 3.002 -4.015 -0.462  -0.002
H 1.561 2.899 0.298  0.000
H -3.880 1.081 1.077  -0.001

- Frontier orbital gap (alpha / beta): 0.1792 / 0.2603 Ha
- Spin multiplicity: 6
- HOMO energy (alpha / beta): -15.7 / -16.2 eV
- LUMO energy (alpha / beta): -10.8 / -9.1 eV
- ⟨S²⟩: 9.517
- Electronic energy: -3316.7747 hartree
- Total charge: +3
- Relative energy (zero: lowest compared OMol25 entry of this formula, charge and spin): 0.9593 eV

Entry 5:
C23H41FP2V as an isolated structure. Source: the Open Molecules 2025 dataset; level of theory: ωB97M-V/def2-TZVPD.

Each line ends with the Mulliken spin population.
Positions of all 68 atoms, in Å:
V -0.068 -0.035 1.393  1.903
P -1.749 0.055 -0.225  -0.088
P 1.693 0.898 0.136  -0.112
F -0.524 1.755 1.881  0.040
C -1.412 1.622 -2.853  -0.004
C 0.745 -3.197 1.394  0.047
C 1.304 -1.123 2.854  0.062
C 0.897 2.499 -3.488  0.000
C 1.511 1.280 -2.855  -0.008
C -0.833 -0.556 3.567  -0.060
C 0.325 -0.381 -4.340  -0.002
C -1.687 -1.632 -0.884  0.130
C -0.097 0.952 -0.664  0.240
C 1.169 0.005 -3.170  -0.008
C 2.797 -0.348 -0.570  0.047
C 2.375 2.568 0.158  0.016
C 1.129 0.738 4.662  -0.016
C -1.923 0.027 4.397  -0.013
C -0.608 2.360 -3.876  0.002
C -1.172 -0.596 -4.015  0.000
C 0.365 -2.035 2.226  0.103
C -0.963 -1.675 2.676  -0.053
C 2.783 -1.228 2.820  -0.002
C -2.227 -2.408 2.424  0.016
C -1.740 0.310 -2.942  0.001
C 0.556 -0.223 3.678  -0.050
C -3.258 1.009 -0.224  0.015
H -1.009 3.380 -3.954  0.000
H -3.069 -1.720 2.287  -0.002
H 3.414 2.541 0.525  0.000
H 3.262 -0.239 2.856  -0.002
H -1.846 -0.322 5.440  0.000
H -1.311 -1.658 -3.749  -0.001
H 1.782 3.170 0.863  0.000
H 0.437 0.321 -5.176  0.000
H -1.871 1.124 4.413  0.001
H -0.124 -3.653 0.914  -0.001
H -4.068 0.400 0.201  -0.001
H -1.086 -2.284 -0.247  -0.086
H 2.470 1.506 -2.370  0.002
H 1.212 -3.969 2.019  0.006
H -1.872 2.275 -2.108  -0.003
H 3.129 -1.765 1.931  0.000
H -0.701 1.912 -4.875  0.000
H 1.482 2.735 -4.400  0.000
H 3.561 -0.589 0.179  0.005
H -1.777 -0.449 -4.929  0.000
H 1.162 0.285 5.664  0.000
H 1.475 -2.921 0.623  -0.025
H -1.258 -1.665 -1.885  -0.026
H 2.258 -1.278 -0.792  -0.022
H 1.002 3.376 -2.827  -0.001
H -0.305 2.010 -0.881  0.021
H -2.473 -3.046 3.284  -0.001
H 1.676 -0.840 -2.707  0.006
H -2.909 -0.278 4.025  -0.001
H -2.709 -0.038 -2.551  0.003
H 0.034 0.358 -1.567  -0.080
H 3.305 -0.007 -1.476  -0.001
H -3.128 1.884 0.429  -0.001
H -2.150 -3.059 1.550  0.001
H -3.546 1.339 -1.224  -0.001
H 3.140 -1.789 3.698  -0.001
H 0.710 -1.348 -4.706  0.000
H 2.158 1.009 4.395  -0.001
H 0.525 1.650 4.731  0.001
H 2.340 3.027 -0.838  -0.003
H -2.706 -2.027 -0.927  0.004

- Frontier orbital gap (alpha / beta): 0.2568 / 0.2851 Ha
- Spin multiplicity: 3
- HOMO energy (alpha / beta): -10.2 / -10.7 eV
- LUMO energy (alpha / beta): -3.3 / -3.0 eV
- ⟨S²⟩: 2.041
- Electronic energy: -2627.2230 hartree
- Total charge: +1

Entry 6:
C23H41HfNO2P2 as an isolated structure. Source: the Open Molecules 2025 dataset; level of theory: ωB97M-V/def2-TZVPD.

Each line ends with the Löwdin charge.
Positions of all 70 atoms, in Å:
Hf -0.097 -0.084 2.365  1.654
P -0.350 1.303 -4.182  0.769
P 2.000 -0.527 -4.983  0.751
O 2.870 2.619 3.619  0.086
O 1.803 0.906 2.815  -0.247
N 1.826 2.093 3.379  -0.187
C -1.731 0.975 -5.374  -0.308
C -2.220 -2.718 2.164  0.013
C 1.130 -0.208 0.572  -0.155
C 0.108 -2.139 3.208  -0.295
C 1.385 1.146 -0.051  -0.115
C -0.483 0.701 5.626  0.022
C 3.689 -0.031 -5.561  -0.327
C 0.566 -1.219 4.185  -0.285
C -0.400 3.159 -4.167  -0.325
C 0.881 -3.294 2.651  0.016
C -3.093 -0.303 4.052  -0.003
C 1.093 1.062 -5.336  -0.611
C -0.638 1.830 1.372  -0.136
C -0.068 -0.934 0.365  -0.184
C 1.914 -1.215 4.830  0.009
C -2.300 0.252 0.191  -0.116
C -1.692 -0.789 3.854  -0.284
C 0.197 2.123 0.136  -0.104
C 1.451 -1.506 -6.463  -0.319
C -1.293 -1.850 2.959  -0.309
C -1.181 -0.474 -0.573  -0.122
C -1.764 0.994 1.398  -0.186
C -0.549 -0.357 4.570  -0.270
H 0.590 3.141 0.223  0.147
H -1.305 3.492 -3.648  0.028
H 0.765 -4.176 3.296  0.125
H 2.661 -1.697 4.195  0.095
H -0.428 0.248 6.625  0.124
H -3.580 -0.894 4.839  0.123
H 4.088 0.731 -4.885  0.027
H -0.396 3.579 -5.180  0.050
H 1.947 -3.065 2.586  0.095
H -1.364 1.347 5.596  0.092
H -3.138 -2.188 1.897  0.081
H 1.614 1.033 -1.123  0.147
H -1.713 -0.081 -5.660  0.029
H 1.598 -0.954 -7.399  0.046
H -3.692 -0.407 3.143  0.085
H -0.450 2.114 -0.748  0.117
H 0.405 1.323 5.478  0.082
H 0.391 -1.760 -6.361  0.024
H 2.019 -2.441 -6.508  0.037
H 2.248 -0.195 5.029  0.084
H 2.269 1.571 0.428  0.125
H -1.753 -3.072 1.241  0.087
H -3.116 0.745 4.362  0.092
H 0.743 1.038 -6.378  0.049
H -2.842 0.949 -0.468  0.158
H 0.531 -3.575 1.654  0.085
H -2.505 -3.601 2.750  0.123
H -1.646 1.590 -6.279  0.050
H 4.354 -0.900 -5.533  0.035
H 3.672 0.373 -6.581  0.047
H 0.465 3.544 -3.617  0.025
H -2.689 1.185 -4.888  0.032
H -2.503 1.207 2.166  0.126
H -0.760 0.176 -1.346  0.062
H -0.558 2.562 2.168  0.145
H 1.863 -1.766 5.779  0.122
H 1.774 1.917 -5.223  0.044
H 2.025 -0.771 0.829  0.160
H -3.039 -0.480 0.534  0.111
H -1.593 -1.344 -1.095  0.147
H -0.003 -2.011 0.484  0.110

- Frontier orbital gap: 0.1131 Ha
- HOMO energy: -12.6 eV
- LUMO energy: -9.5 eV
- Electronic energy: -1836.1441 hartree
- Total charge: +2